1.
Below is a structure of composition C57H48ClF3N3O2PPtSb, with properties calculated with ωB97M-V/def2-TZVPD.

highest occupied orbital energy (spin up / spin down)	-9.6636 / -9.6636	eV
energy above the lowest of the compared OMol25 structures with the same formula, charge and spin	3.0	kJ/mol
orbital gap (spin up / spin down)	0.2274 / 0.2274	Eh
spin multiplicity	1
calculated total energy	-108194.37943	eV
charge	+1

Geometry as XYZ:
```
117
Properties=species:S:1:pos:R:3:forces:R:3
Pt 1.404 -0.776 -0.880 0.36 0.39 -0.08
C -1.095 4.481 4.306 -0.03 -0.01 0.02
O -0.913 5.482 3.325 0.03 0.00 -0.06
C 0.277 5.511 2.673 -0.02 0.01 0.04
C 1.312 4.605 2.884 0.01 -0.03 -0.01
C 2.490 4.716 2.153 -0.06 -0.07 0.05
C 2.646 5.736 1.227 0.07 -0.04 0.16
C 1.628 6.678 1.073 0.10 0.02 -0.10
C 0.442 6.553 1.761 -0.02 0.03 -0.01
N 3.845 5.985 0.476 -0.15 0.01 -0.32
N 4.486 5.095 -0.098 0.10 0.06 0.30
C 4.093 3.712 -0.055 -0.03 -0.14 -0.17
C 5.001 2.799 0.420 0.02 0.10 -0.02
C 4.721 1.425 0.475 -0.01 0.03 0.00
C 3.522 0.935 0.003 -0.08 0.01 0.01
O 3.188 -0.340 0.047 -0.09 -0.09 -0.06
C 2.600 1.866 -0.551 0.15 0.00 0.02
N 1.424 1.347 -1.024 -0.14 -0.26 0.00
C 0.504 2.163 -1.488 -0.10 -0.04 0.07
C 0.716 3.539 -1.625 0.07 0.03 -0.01
C 1.907 4.074 -1.222 -0.04 -0.08 0.07
C 2.872 3.248 -0.603 -0.01 0.08 -0.08
H -2.107 4.604 4.682 0.01 0.00 0.00
H -0.385 4.596 5.128 0.01 0.00 0.00
H -0.986 3.485 3.871 -0.02 -0.06 0.00
H 1.224 3.816 3.617 0.01 0.00 0.00
H 3.286 4.003 2.322 -0.03 0.04 0.04
H 1.789 7.509 0.396 0.00 -0.01 0.01
H -0.360 7.268 1.638 0.01 -0.01 -0.01
H 5.952 3.170 0.780 0.00 -0.03 0.01
H 5.445 0.733 0.883 0.00 -0.01 0.01
H -0.440 1.716 -1.760 0.02 -0.01 -0.11
H -0.061 4.155 -2.054 0.01 0.00 0.00
H 2.110 5.125 -1.368 0.01 0.07 0.05
Cl 1.138 -0.787 2.326 0.01 -0.02 -0.11
C 1.251 -2.508 2.485 -0.03 0.01 0.15
C 0.993 -3.001 3.760 0.03 -0.03 0.00
C 1.063 -4.358 4.011 0.00 0.00 0.00
C 1.391 -5.236 2.987 0.00 0.01 -0.02
C 1.633 -4.741 1.721 -0.01 -0.02 0.00
C 1.569 -3.369 1.436 0.01 -0.01 -0.05
P 1.939 -2.920 -0.292 -0.15 0.11 0.07
C 1.131 -4.270 -1.199 -0.04 0.05 0.01
C 1.812 -5.070 -2.108 0.05 0.02 0.00
C 1.128 -6.047 -2.820 -0.04 -0.02 -0.01
C -0.234 -6.227 -2.630 0.03 0.01 0.00
C -0.915 -5.443 -1.706 0.00 0.01 0.00
C -0.235 -4.472 -0.990 -0.03 0.00 -0.01
C 3.716 -3.131 -0.531 0.00 0.03 0.02
C 4.261 -2.720 -1.748 0.02 -0.02 0.00
C 5.618 -2.857 -1.984 -0.01 0.01 -0.01
C 6.442 -3.387 -0.998 -0.01 0.00 0.02
C 5.906 -3.775 0.220 0.03 0.01 -0.02
C 4.544 -3.647 0.457 -0.03 -0.03 0.00
H 0.736 -2.307 4.547 0.01 0.00 0.00
H 0.861 -4.728 5.007 0.00 0.00 0.00
H 1.452 -6.300 3.171 0.00 0.00 0.00
H 1.874 -5.433 0.923 0.00 0.00 0.02
H 2.875 -4.940 -2.266 0.00 0.01 0.02
H 1.665 -6.668 -3.525 0.00 0.00 0.00
H -0.764 -6.987 -3.188 0.00 0.00 0.00
H -1.973 -5.595 -1.537 0.00 0.00 0.00
H -0.764 -3.884 -0.247 0.01 0.01 0.00
H 3.626 -2.274 -2.504 0.00 0.01 0.01
H 6.036 -2.538 -2.929 0.00 0.00 0.00
H 7.504 -3.486 -1.179 0.00 0.00 0.00
H 6.548 -4.173 0.994 0.00 0.00 0.00
H 4.142 -3.938 1.418 -0.01 0.00 0.00
F -8.756 -1.024 -1.421 0.00 0.00 0.00
C -7.467 -0.722 -1.205 0.00 0.00 -0.01
C -6.648 -0.487 -2.292 0.01 0.00 -0.01
C -5.315 -0.182 -2.056 -0.01 -0.01 0.01
C -4.814 -0.108 -0.758 0.02 0.00 0.06
C -5.673 -0.348 0.312 -0.01 0.01 0.00
C -7.007 -0.659 0.096 0.01 0.00 0.01
Sb -2.780 0.470 -0.487 -0.03 -0.01 -0.09
C -2.529 -0.232 1.507 0.04 0.07 0.03
C -2.766 -1.579 1.782 0.03 0.00 -0.03
C -2.533 -2.107 3.043 -0.04 -0.04 -0.02
C -2.073 -1.261 4.030 0.02 0.02 0.03
F -1.830 -1.765 5.255 -0.02 0.01 -0.01
C -1.835 0.079 3.804 0.05 0.00 -0.02
C -2.049 0.585 2.529 -0.07 -0.04 0.01
C -3.119 2.540 -0.094 0.03 -0.04 -0.01
C -2.772 3.455 -1.085 0.03 0.01 0.03
C -2.974 4.817 -0.912 0.00 0.00 0.00
C -3.524 5.248 0.278 0.02 0.03 0.00
F -3.703 6.564 0.469 0.00 -0.02 0.00
C -3.900 4.372 1.279 0.00 -0.01 0.02
C -3.700 3.015 1.081 -0.02 0.02 -0.02
H -7.054 -0.543 -3.292 0.00 0.00 0.00
H -4.671 0.007 -2.908 0.01 0.00 0.00
H -5.309 -0.291 1.331 0.01 -0.01 0.00
H -7.689 -0.847 0.915 0.00 0.00 0.00
H -3.155 -2.234 1.008 0.00 -0.01 -0.01
H -2.714 -3.150 3.269 0.01 0.00 0.00
H -1.466 0.696 4.611 0.01 0.04 0.02
H -1.842 1.633 2.340 0.03 -0.05 0.02
H -2.341 3.111 -2.021 -0.02 0.00 0.01
H -2.714 5.539 -1.675 0.00 0.00 0.00
H -4.341 4.758 2.188 -0.01 0.01 0.00
H -4.006 2.327 1.860 -0.02 0.00 -0.01
C 0.597 -2.334 -3.948 0.05 -0.06 0.00
C -0.309 -1.196 -3.402 -0.11 0.21 -0.03
C 0.138 0.125 -4.027 0.03 -0.04 -0.01
C -1.750 -1.522 -3.810 0.01 -0.01 0.06
C -0.095 -1.306 -1.931 -0.09 -0.20 0.09
H 0.468 -2.349 -5.032 -0.01 0.01 0.00
H 0.308 -3.309 -3.558 0.00 -0.02 0.00
H 1.647 -2.151 -3.722 0.00 0.00 0.00
H 0.116 0.032 -5.114 0.01 0.00 0.00
H 1.152 0.393 -3.726 -0.01 0.01 0.01
H -0.541 0.932 -3.754 0.01 0.01 -0.01
H -1.841 -1.505 -4.897 0.01 -0.01 0.00
H -2.450 -0.796 -3.398 -0.01 0.04 0.00
H -2.039 -2.516 -3.462 -0.01 0.01 0.02
H -0.840 -1.979 -1.493 0.05 -0.02 -0.01
```
Forces are in eV/Å.

Here are the Mulliken charges for atoms 1 to 99, given in e:
1 Pt 0.956
2 C -0.498
3 O -0.457
4 C 0.931
5 C -0.303
6 C -0.515
7 C -0.279
8 C -0.217
9 C -0.696
10 N -0.330
11 N -0.607
12 C -0.007
13 C -0.363
14 C -0.558
15 C -0.060
16 O -0.441
17 C -0.150
18 N -0.277
19 C 0.665
20 C -1.215
21 C -0.928
22 C 0.855
23 H 0.278
24 H 0.456
25 H -0.077
26 H 0.503
27 H 0.458
28 H 0.463
29 H 0.488
30 H 0.423
31 H 0.579
32 H 0.170
33 H 0.491
34 H 0.636
35 Cl 0.123
36 C 0.497
37 C -0.759
38 C -0.770
39 C -0.904
40 C -0.461
41 C -0.425
42 P 1.335
43 C 0.447
44 C -0.387
45 C -0.718
46 C -0.666
47 C -0.779
48 C -0.697
49 C 0.513
50 C -0.228
51 C -0.797
52 C -0.689
53 C -0.788
54 C -0.730
55 H 0.578
56 H 0.443
57 H 0.450
58 H 0.563
59 H 0.427
60 H 0.458
61 H 0.409
62 H 0.489
63 H 0.556
64 H 0.146
65 H 0.465
66 H 0.414
67 H 0.447
68 H 0.389
69 F -0.325
70 C 0.302
71 C -0.690
72 C -0.586
73 C 0.459
74 C -0.106
75 C -0.727
76 Sb 0.923
77 C 0.101
78 C -0.739
79 C -0.715
80 C 0.176
81 F -0.428
82 C -0.389
83 C -0.317
84 C -0.018
85 C -0.594
86 C -0.692
87 C 0.234
88 F -0.385
89 C -0.545
90 C -0.419
91 H 0.466
92 H 0.224
93 H 0.325
94 H 0.459
95 H 0.614
96 H 0.486
97 H 0.436
98 H 0.270
99 H 0.555

2.
Below is a structure of composition C3HAsN9O2PtS5, with properties calculated with ωB97M-V/def2-TZVPD.

highest occupied orbital energy (spin up / spin down)	-2.0519 / -2.0519	eV
energy above the lowest of the compared OMol25 structures with the same formula, charge and spin	8.8	kJ/mol
expectation value of S²	0.755
orbital gap (spin up / spin down)	0.1918 / 0.1916	Eh
spin multiplicity	2
calculated total energy	-138893.43334	eV
charge	-2

Geometry as XYZ:
```
22
Properties=species:S:1:pos:R:3:forces:R:3
Pt 0.771 0.112 -0.459 -0.08 -0.13 0.07
S -3.008 7.210 3.820 -0.03 0.00 -0.02
As -1.241 6.433 2.994 -0.01 0.10 0.09
S 2.026 1.778 -1.355 0.04 0.07 -0.03
S 0.117 1.377 1.362 0.05 -0.08 -0.12
S 0.455 7.368 3.795 0.01 0.01 -0.01
N -0.264 -3.128 -0.970 -0.02 0.00 0.00
C -0.685 -2.506 0.152 0.01 0.00 0.00
N -1.499 -3.017 1.110 0.01 0.00 -0.01
N -1.648 -2.078 2.005 0.00 -0.01 0.00
N -0.961 -1.039 1.612 0.01 -0.01 0.03
N -0.344 -1.278 0.454 0.03 0.04 -0.01
C 0.662 -2.594 -1.870 0.01 -0.03 0.00
N 1.145 -3.314 -2.857 -0.04 0.02 -0.01
N 1.993 -2.473 -3.488 0.06 -0.01 0.04
N 2.019 -1.328 -2.907 -0.04 -0.01 -0.07
N 1.166 -1.358 -1.861 0.02 0.07 0.03
H -0.521 -4.090 -1.111 0.01 0.00 -0.01
O 1.642 1.798 -3.041 0.02 -0.03 0.00
O 0.455 1.395 -3.373 -0.02 0.01 0.00
S -1.483 0.485 3.722 -0.03 0.00 0.01
C -0.799 0.247 2.264 0.00 -0.01 0.01
```
Forces are in eV/Å.

Quick look at the Mulliken charges, all values in e:
1 Pt 0.424
2 S -0.592
3 As 0.181
4 S -0.187
5 S -0.272
6 S -0.573
7 N -0.105
8 C 0.654
9 N -0.595
10 N -0.545
11 N 0.732
12 N -0.472
13 C 0.478
14 N -0.513
15 N -0.565
16 N -0.226
17 N 0.194
18 H 0.217
19 O -0.006
20 O -0.327
21 S -0.301
22 C 0.399

3.
Below is the ion C7H11ClNO2 with charge -1 in a non-equilibrium geometry, with properties calculated with ωB97M-V/def2-TZVPD.

highest occupied orbital energy	-3.5977	eV
energy above the lowest of the compared OMol25 structures with the same formula, charge and spin	6.1	kJ/mol
orbital gap	0.2684	Eh
spin multiplicity	1
calculated total energy	-25542.85129	eV
charge	-1
SMILES	[O-][C@@]1(NO)[C@H]2CC[C@H](C2)[C@@H]1Cl

Geometry as XYZ:
```
22
Properties=species:S:1:pos:R:3:forces:R:3
C 1.651 -0.887 0.814 -2.86 0.59 2.75
C 1.659 0.601 0.416 1.62 1.65 -0.55
C 0.364 -0.693 -1.220 3.23 0.15 -0.76
C 0.378 -1.410 0.141 0.26 2.43 -0.96
C 0.581 0.698 -0.616 -3.09 -3.22 1.59
C -0.885 -0.769 0.709 0.73 -1.56 -1.57
C -0.818 0.692 0.215 0.37 0.25 -1.28
N -1.915 0.843 -0.799 -1.24 -2.66 2.40
O -2.862 1.638 -0.150 -1.99 -0.09 -1.64
O -0.935 1.582 1.174 0.72 0.32 0.74
Cl -2.230 -1.875 0.065 0.10 0.55 0.83
H 2.456 -1.337 0.397 2.57 -1.59 -1.35
H 1.607 -1.278 1.917 0.28 1.46 -1.56
H 1.240 1.344 1.107 0.80 -0.29 0.75
H 2.678 1.010 -0.028 -1.70 -1.03 1.10
H 1.282 -0.915 -1.832 -0.63 -0.40 0.29
H -0.508 -0.890 -1.822 -0.36 0.27 0.02
H 0.435 -2.422 0.001 -0.43 -2.78 0.21
H 0.574 1.520 -1.204 0.22 2.60 -2.00
H -0.896 -0.690 1.740 -0.56 -0.48 2.22
H -1.615 1.312 -1.553 1.54 2.54 -3.29
H -2.241 1.928 0.527 0.43 1.30 2.05
```
Forces are in eV/Å.

Quick look at the Mulliken charges, all values in e:
1 C -1.048
2 C -0.836
3 C -0.889
4 C -0.535
5 C -0.633
6 C -0.674
7 C 1.148
8 N -0.312
9 O -0.571
10 O -1.061
11 Cl -0.270
12 H 0.462
13 H 0.323
14 H 0.314
15 H 0.303
16 H 0.356
17 H 0.422
18 H 0.630
19 H 0.727
20 H 0.632
21 H 0.220
22 H 0.293

4.
Below is a cluster of 2 separate species, CH6S2 in total in a non-equilibrium geometry, with properties calculated with ωB97M-V/def2-TZVPD.

highest occupied orbital energy (spin up / spin down)	-15.9481 / -15.9493	eV
energy above the lowest of the compared OMol25 structures with the same formula, charge and spin	6.3	kJ/mol
expectation value of S²	0.754
orbital gap (spin up / spin down)	0.3861 / 0.2543	Eh
spin multiplicity	2
calculated total energy	-22795.46083	eV
charge	+1

Geometry as XYZ:
```
9
Properties=species:S:1:pos:R:3:forces:R:3
C 1.796 -0.449 1.118 0.28 -0.16 1.89
H 1.410 -1.117 1.887 -0.14 -0.21 -0.06
H 1.474 0.538 1.448 -0.19 0.14 -0.70
H 1.495 -0.830 0.169 -0.22 0.21 -0.79
H 2.870 -0.493 1.253 0.23 0.03 -0.37
S -3.149 0.966 -1.713 0.12 0.30 0.14
S -1.424 0.000 -1.506 -0.06 0.11 0.38
H -3.787 0.350 -0.693 -0.01 -0.30 -0.19
H -0.684 1.034 -1.963 -0.01 -0.12 -0.29
```
Forces are in eV/Å.

Quick look at the Mulliken charges, all values in e:
1 C -0.926
2 H 0.280
3 H 0.242
4 H 0.134
5 H 0.280
6 S 0.147
7 S 0.222
8 H 0.304
9 H 0.317

5.
Below is a structure of composition CH2N4 in a non-equilibrium geometry, with properties calculated with ωB97M-V/def2-TZVPD.

highest occupied orbital energy	-9.2280	eV
energy above the lowest of the compared OMol25 structures with the same formula, charge and spin	611.3	kJ/mol
orbital gap	0.2987	Eh
spin multiplicity	1
calculated total energy	-7023.60945	eV

Geometry as XYZ:
```
7
Properties=species:S:1:pos:R:3:forces:R:3
C 1.050 -0.091 -0.145 1.86 -1.42 1.43
N -1.884 0.181 0.309 1.60 1.78 -1.24
N -1.237 -0.915 0.099 -0.41 -0.25 0.25
N -0.887 1.075 -0.224 -3.84 -0.80 0.83
N -0.175 -0.079 -0.345 0.68 0.86 -0.06
H 1.639 0.781 0.017 -0.16 1.06 -0.69
H 1.495 -0.951 0.291 0.26 -1.22 -0.52
```
Forces are in eV/Å.

Quick look at the Mulliken charges, all values in e:
1 C -0.244
2 N 0.048
3 N -0.468
4 N -0.612
5 N 0.697
6 H 0.300
7 H 0.280

Question: What is the formula in the third record?
Answer: C7H11ClNO2